Record 1
ORCA calculation (wB97M-V/def2-TZVPD) on 2 unconnected molecules or ions with the total composition C40H37N7O5 in a non-equilibrium geometry.

Values from the calculation:
DFT total energy   -62738.636 eV
Energy above the lowest of the compared OMol25 structures with the same formula, charge and spin   0.5080 eV

```
89
Properties=species:S:1:pos:R:3:forces:R:3:mulliken_charge:R:1
C 4.3593 2.3771 -3.6844 0.174 0.057 -0.198 -1.477
C 3.0514 1.8403 -3.1873 -0.180 -0.104 0.235 0.577
C 2.9811 0.5663 -2.6249 -0.463 0.024 -0.017 -1.125
C 1.7877 0.0844 -2.0767 0.279 0.218 0.113 0.761
C 1.7432 -1.3028 -1.5190 0.348 -0.602 0.058 -1.903
C 0.6757 0.9324 -2.0304 0.906 0.033 -0.460 -0.305
N -0.4999 0.4890 -1.3547 -1.564 0.081 0.771 1.644
C -0.7095 0.3954 0.0120 -1.048 -0.974 -1.064 -0.366
C 0.2277 0.0736 1.0676 3.552 0.627 3.000 0.722
C 1.6064 0.5137 1.1777 -3.328 1.674 -1.958 1.184
C 2.6966 -0.1074 1.9374 0.786 -0.021 0.828 -0.705
C 1.8541 1.8718 0.6928 0.781 0.437 -0.622 0.545
C 0.8226 2.8279 0.5675 0.034 -0.096 0.028 0.086
C 1.0674 4.1185 0.1062 0.257 -0.036 -0.081 -0.706
C 2.3683 4.5183 -0.2051 -0.244 0.061 -0.099 -0.700
C 3.4204 3.6085 -0.0684 -0.089 -0.194 0.150 -0.996
C 3.1733 2.3142 0.3745 -0.297 0.023 -0.092 -0.709
O -0.2528 -0.6488 2.0153 -0.994 0.172 -1.177 -0.500
N -2.0332 0.1156 0.1729 0.701 0.945 -1.702 1.275
C -2.7414 -0.2802 1.3456 -0.123 -0.207 1.212 0.153
C -2.6342 0.4888 2.5271 -0.254 -0.838 -0.313 0.512
C -2.1761 1.9050 2.5454 0.155 0.477 0.216 -1.674
C -2.9092 -0.1408 3.7370 -0.123 -0.178 -0.291 -0.588
C -3.2714 -1.4900 3.7868 0.160 0.152 -0.299 0.600
C -3.3142 -2.1955 5.1101 -0.126 -0.114 0.153 -1.511
C -3.5295 -2.1678 2.5908 -0.046 0.391 0.011 -0.960
C -3.3011 -1.5682 1.3460 0.530 0.333 0.824 0.953
C -3.4961 -2.3523 0.0994 -0.285 -0.542 -0.398 -1.467
N -2.6714 0.0878 -1.0441 0.722 0.323 -0.244 -1.393
C -1.7464 0.2855 -1.9510 0.517 -0.213 1.339 0.559
C -1.9882 0.2339 -3.3808 -0.633 -0.148 -1.348 -0.160
C -3.3010 0.5497 -3.7981 0.581 0.143 -0.100 -0.680
C -3.5957 0.6435 -5.1558 0.220 -0.258 -0.028 -0.694
C -2.6110 0.3420 -6.1084 0.076 0.049 0.250 -0.438
C -1.3358 -0.0752 -5.7022 -0.303 0.054 0.123 -0.845
C -1.0224 -0.1459 -4.3459 -0.360 0.266 0.582 0.316
C 0.6936 2.1851 -2.6559 0.363 0.095 0.232 1.367
C -0.4913 3.1041 -2.6843 -0.166 0.351 -0.059 -2.002
C 1.8951 2.6180 -3.2280 -0.109 -0.254 0.085 -0.862
H 4.1955 3.1195 -4.4721 0.113 -0.107 0.100 0.404
H 4.9251 2.8648 -2.8770 -0.194 -0.119 -0.127 0.197
H 4.9800 1.5668 -4.0828 -0.058 0.199 0.037 0.391
H 3.8674 -0.0732 -2.5960 -0.263 0.181 -0.072 0.418
H 0.8089 -1.8309 -1.7502 0.222 0.202 0.093 0.188
H 2.5762 -1.8864 -1.9374 -0.269 0.107 0.049 0.755
H 1.8727 -1.3019 -0.4246 -0.174 0.004 -0.452 0.260
H 3.4843 0.6422 2.0786 -0.071 -0.315 -0.070 0.764
H 2.3804 -0.3622 2.9569 0.149 -0.048 -0.448 -0.172
H 3.1460 -0.9718 1.4215 -0.021 0.137 0.281 0.012
H -0.1911 2.5468 0.8667 0.429 0.285 -0.033 -0.037
H 0.2292 4.8102 -0.0077 0.303 -0.123 0.103 0.458
H 2.5561 5.5310 -0.5613 -0.016 -0.225 0.123 0.389
H 4.4455 3.9032 -0.3123 -0.362 -0.044 0.083 0.487
H 4.0114 1.6124 0.4529 -0.369 0.317 -0.103 0.332
H -2.6646 2.4210 3.3831 0.089 -0.052 -0.270 0.674
H -1.0952 1.9833 2.7311 -0.185 -0.089 -0.160 0.313
H -2.4357 2.4345 1.6236 0.118 -0.017 0.082 0.193
H -2.7692 0.4178 4.6670 -0.052 -0.168 -0.288 0.373
H -3.9001 -3.1169 5.0375 0.083 0.121 0.115 0.402
H -2.2969 -2.4620 5.4385 -0.286 0.099 -0.102 0.223
H -3.7546 -1.5483 5.8780 0.090 -0.200 -0.088 0.378
H -3.8750 -3.2055 2.6156 0.069 0.327 0.003 0.365
H -4.2307 -3.1409 0.2955 0.128 0.077 -0.117 0.554
H -3.8555 -1.7181 -0.7142 0.008 -0.387 0.176 0.275
H -2.5620 -2.8388 -0.2132 -0.195 0.173 0.002 0.142
H -4.0536 0.7443 -3.0320 0.215 0.075 -0.307 0.414
H -4.5979 0.9454 -5.4652 0.322 -0.139 0.028 0.396
H -2.8375 0.4264 -7.1722 0.045 -0.036 0.307 0.382
H -0.5771 -0.3416 -6.4417 -0.298 0.068 0.233 0.415
H -0.0385 -0.4924 -4.0197 -0.325 0.215 -0.199 0.392
H -0.1438 4.1194 -2.9209 -0.176 -0.269 0.075 0.563
H -1.2202 2.8118 -3.4544 0.155 0.024 0.198 0.311
H -1.0074 3.1543 -1.7171 0.072 -0.110 -0.190 0.253
H 1.9300 3.6088 -3.6867 -0.016 -0.264 0.137 0.395
O 1.0372 -0.6040 4.5289 0.644 -2.696 0.592 -0.524
N 1.3060 -1.7957 4.8303 -0.322 2.500 1.860 1.123
C 1.7620 -2.7051 3.8177 -0.268 -0.198 -1.823 -1.285
C 1.4123 -2.4512 2.4844 -0.499 -0.964 2.595 2.693
C 1.2018 -3.6200 1.7651 -0.946 -2.080 -1.160 -1.028
N 0.2780 -3.8283 0.7453 1.053 0.738 0.517 0.751
O -0.2879 -3.0456 -0.0144 0.388 -1.133 0.710 -0.589
O 0.0117 -5.1845 0.6766 1.291 0.371 0.474 -0.214
N 0.7882 -5.9018 1.6385 0.258 1.985 0.529 -0.515
C 1.4491 -4.9264 2.3204 -2.397 -0.180 -1.425 0.543
N 1.9942 -5.0898 3.5365 1.666 0.383 0.842 -0.605
C 2.2190 -3.9930 4.2358 -0.558 -0.968 -0.297 -0.351
O 1.1623 -2.2429 5.9928 0.338 0.444 -2.115 -0.654
H 0.8481 -1.5245 2.2456 0.048 -0.101 0.063 -0.533
H 2.7236 -4.0754 5.2019 -0.379 -0.210 -0.218 0.444
```
Positions in Å, forces in eV/Å.

Record 2
ORCA calculation (wB97M-V/def2-TZVPD) on a molecular structure, C40H38F5N5O3P2Zn.

Values from the calculation:
DFT total energy   -136275.162 eV

```
94
Properties=species:S:1:pos:R:3:forces:R:3:nbo_charge:R:1
Zn 0.0674 0.8980 -0.1846 0.118 0.055 0.022 1.641
O -6.6233 2.7550 -0.5986 0.070 0.091 0.073 -0.726
C -5.7746 3.0951 -1.4373 -0.127 -0.272 -0.154 0.731
O -5.8638 3.6810 -2.5272 0.062 0.088 0.041 -0.727
C -4.3294 2.6357 -1.0888 0.042 0.103 0.076 -0.019
C -3.2907 2.8405 -1.9869 -0.008 -0.003 0.025 -0.223
C -2.0303 2.3613 -1.6758 -0.018 -0.010 -0.018 0.224
N -1.7947 1.7268 -0.5284 -0.053 -0.003 0.034 -0.608
C -2.7721 1.5413 0.3575 -0.035 0.006 -0.029 0.135
C -4.0609 1.9831 0.1063 0.000 -0.033 -0.040 -0.206
C -2.3930 0.7627 1.5667 -0.019 0.038 0.052 0.270
C -3.2097 0.7160 2.6895 0.025 -0.021 -0.014 -0.235
C -2.8335 -0.0767 3.7591 -0.009 0.008 -0.004 -0.144
C -1.6598 -0.8081 3.6761 0.004 -0.004 -0.019 -0.241
C -0.8961 -0.6881 2.5294 0.032 -0.013 0.036 0.057
N -1.2403 0.0837 1.5038 -0.034 0.062 -0.032 -0.548
C -0.8527 2.4624 -2.5797 -0.026 0.051 -0.029 0.176
C -0.9023 3.1539 -3.7848 0.019 -0.006 0.007 -0.215
C 0.2331 3.2172 -4.5708 -0.007 0.000 0.008 -0.141
C 1.3925 2.5925 -4.1364 0.004 -0.005 0.034 -0.243
C 1.3579 1.9271 -2.9262 0.054 -0.002 -0.018 0.064
N 0.2667 1.8534 -2.1695 -0.046 -0.037 0.014 -0.545
H -3.5367 3.3562 -2.9049 -0.006 -0.009 -0.013 0.259
H -4.8944 1.8118 0.7740 -0.013 0.016 -0.003 0.260
H -4.1183 1.2985 2.7234 -0.008 0.000 0.005 0.239
H -3.4504 -0.1217 4.6465 -0.006 -0.004 0.002 0.228
H -1.3331 -1.4492 4.4822 0.007 0.000 0.003 0.228
H 0.0347 -1.2325 2.4287 0.026 -0.008 0.007 0.196
H -1.8141 3.6427 -4.0928 -0.006 0.005 -0.004 0.240
H 0.2153 3.7564 -5.5085 0.000 0.001 -0.002 0.229
H 2.3067 2.6297 -4.7110 0.003 -0.005 -0.007 0.229
H 2.2428 1.4423 -2.5326 -0.002 0.003 -0.004 0.197
C 3.3975 -0.7241 -1.3352 -0.014 -0.017 0.021 -0.937
P 2.2389 -0.4779 0.0683 0.040 -0.048 -0.080 0.760
C 1.6557 -2.2233 0.2567 -0.009 0.056 0.027 -0.132
N 2.3552 -3.0425 0.9971 -0.002 0.044 0.038 -0.410
C 1.9182 -4.3198 1.1323 0.015 -0.016 0.022 0.180
C 2.6370 -5.2244 1.9492 -0.008 0.024 -0.008 -0.212
C 2.1887 -6.5041 2.0910 -0.014 -0.010 -0.007 -0.190
C 1.0146 -6.9373 1.4266 0.014 0.000 0.002 -0.193
C 0.3092 -6.0846 0.6302 0.005 0.021 -0.005 -0.183
C 0.7537 -4.7505 0.4696 -0.027 -0.021 -0.011 0.094
N 0.0464 -3.8971 -0.3135 -0.018 0.016 0.012 -0.414
C 0.4591 -2.6607 -0.4222 -0.026 0.072 0.010 -0.010
P -0.5482 -1.4524 -1.4057 0.003 -0.082 -0.024 0.760
C 0.1920 -1.6662 -3.0733 -0.039 -0.013 0.006 -0.941
C -2.2550 -2.1884 -1.5974 -0.038 -0.001 -0.003 -0.305
C -2.8667 -2.4208 -0.2116 0.007 0.022 -0.009 -0.611
C -2.3126 -3.4738 -2.4252 -0.004 0.036 0.008 -0.623
C -3.0762 -1.1091 -2.3202 -0.002 0.015 -0.017 -0.617
C 3.3786 -0.0227 1.4695 0.003 0.030 -0.003 -0.300
C 4.6097 -0.9121 1.6488 -0.001 0.042 -0.040 -0.621
C 2.5622 0.0118 2.7621 -0.036 -0.024 0.025 -0.634
C 3.8539 1.3993 1.1207 -0.016 0.022 0.005 -0.627
H 4.1103 -1.5110 -1.0910 0.017 0.000 -0.009 0.242
H 3.9378 0.1994 -1.5411 0.001 -0.005 0.016 0.244
H 2.8544 -1.0169 -2.2304 0.037 0.006 0.008 0.236
H 3.5298 -4.8692 2.4461 0.004 0.003 0.004 0.230
H 2.7298 -7.2010 2.7169 0.006 -0.004 0.003 0.224
H 0.6789 -7.9573 1.5577 -0.001 -0.005 -0.003 0.224
H -0.5907 -6.3911 0.1141 -0.005 0.000 -0.006 0.230
H 0.3442 -2.7157 -3.3219 0.002 -0.001 -0.018 0.236
H 1.1412 -1.1384 -3.1309 -0.037 0.012 -0.022 0.228
H -0.4724 -1.2132 -3.8106 -0.009 -0.004 0.015 0.248
H -2.2725 -3.1057 0.3911 0.022 -0.034 0.009 0.218
H -3.8586 -2.8612 -0.3364 -0.016 0.021 -0.011 0.220
H -2.9876 -1.4845 0.3348 0.009 -0.033 -0.024 0.210
H -1.7971 -4.2933 -1.9360 0.048 -0.061 0.040 0.232
H -1.8905 -3.3375 -3.4211 0.000 0.018 -0.022 0.205
H -3.3625 -3.7488 -2.5568 0.002 -0.011 0.010 0.216
H -3.0550 -0.1533 -1.7973 0.000 0.007 0.018 0.218
H -4.1189 -1.4308 -2.3703 0.008 -0.013 -0.017 0.230
H -2.7345 -0.9529 -3.3459 0.006 0.020 0.007 0.207
H 4.3466 -1.9263 1.9268 -0.035 -0.070 0.028 0.234
H 5.2215 -0.4765 2.4434 0.005 -0.006 -0.003 0.216
H 5.2277 -0.9453 0.7509 0.009 0.007 -0.015 0.203
H 2.2429 -0.9925 3.0496 -0.009 -0.010 0.001 0.204
H 1.6964 0.6704 2.6721 0.011 -0.010 -0.013 0.254
H 3.1938 0.3970 3.5659 0.013 -0.004 0.011 0.221
H 4.6000 1.3854 0.3245 -0.005 0.012 -0.017 0.202
H 4.3266 1.8340 2.0042 0.023 -0.012 0.003 0.226
H 3.0290 2.0504 0.8329 -0.022 -0.004 0.003 0.242
F 1.4552 7.4696 2.4357 0.005 0.032 0.010 -0.293
C 1.2693 6.1825 2.1194 -0.010 -0.048 -0.002 0.231
C 1.4848 5.7355 0.8296 -0.016 -0.019 0.053 0.267
F 1.8871 6.5929 -0.1139 0.015 0.026 -0.034 -0.295
C 1.2942 4.4035 0.5140 -0.017 0.018 0.127 0.270
F 1.5364 4.0035 -0.7505 0.023 -0.028 -0.110 -0.332
C 0.8721 3.4490 1.4512 -0.063 0.062 -0.050 0.235
O 0.7075 2.1901 1.1795 0.109 -0.141 0.035 -0.922
C 0.6711 3.9450 2.7516 0.004 0.031 -0.063 0.250
F 0.2768 3.0900 3.7102 -0.015 -0.028 0.025 -0.309
C 0.8625 5.2716 3.0814 0.022 -0.006 -0.075 0.278
F 0.6575 5.6853 4.3343 -0.019 0.020 0.068 -0.293
```
Positions in Å, forces in eV/Å.